(1)
The following is a quantum chemistry calculation of the molecule C4H7NO2, from OMol25.

Computed properties:
* structure (SMILES): C[C@@H](C=O)C(N)=O
* multiplicity: 1
* DFT total energy: -9846.5777 eV
* relative energy (zero: lowest compared OMol25 entry of this formula, charge and spin): 16.2 kcal/mol
* Kohn-Sham gap: 10.73 eV
* LUMO energy: 0.67 eV
* F_max: 0.0176 Eh/bohr

```
14
Properties=species:S:1:pos:R:3:forces:R:3
C 1.3594 0.6580 0.3719 0.2 0.1 -0.1
C 0.2596 -0.3463 0.0651 0.2 -0.2 -0.4
C 0.0892 -1.3625 1.1508 0.4 -0.3 0.5
O 0.9156 -1.5347 2.0097 -0.4 -0.1 -0.1
C -1.0431 0.3190 -0.2290 -0.8 0.3 -0.1
N -1.3194 0.4207 -1.5512 -0.6 0.2 -0.6
O -1.8827 0.6792 0.5730 0.4 -0.3 0.6
H 1.0958 1.2612 1.2479 0.0 -0.2 -0.2
H 2.2894 0.1373 0.5901 0.0 0.0 0.0
H 1.5250 1.3287 -0.4732 0.0 0.0 0.0
H 0.4052 -0.9648 -0.8537 0.6 0.4 0.6
H -0.8186 -1.9900 1.0664 0.0 0.0 0.2
H -0.6473 0.5780 -2.2778 0.3 -0.2 0.1
H -2.2281 0.8162 -1.6900 -0.3 0.4 -0.4
```
Forces are in eV/Å.

natural (NBO) atomic charge list, values in e, 6 entries: -0.600 -0.432 0.463 -0.508 0.680 -0.827

---

(2)
The following is a quantum chemistry calculation of the molecule C3H7N3O2 at a distorted geometry, from OMol25.

Computed properties:
* structure (SMILES): CCC(=O)On1[nH][nH]1
* multiplicity: 1
* DFT total energy: -11783.8755 eV
* relative energy (zero: lowest compared OMol25 entry of this formula, charge and spin): 171.5 kcal/mol
* Kohn-Sham gap: 10.54 eV
* LUMO energy: 0.60 eV
* F_max: 0.0965 Eh/bohr

```
15
Properties=species:S:1:pos:R:3:forces:R:3
C -0.8572 -1.1983 -1.4764 -0.7 1.7 0.7
C 0.0279 -0.1294 -0.7685 -2.9 0.7 0.2
C -0.1578 -0.1480 0.7425 -1.0 -1.5 -0.9
O -0.8083 -0.9615 1.3053 -0.4 -0.8 1.1
O 0.3749 0.9383 1.2410 2.5 4.2 0.6
N 0.4705 1.3026 2.6939 0.1 -2.9 0.6
N 1.9029 1.7573 3.0598 -1.8 -1.3 2.1
N 0.7443 2.5806 3.0219 -1.0 3.9 -1.1
H -0.5642 -1.3630 -2.5046 0.0 0.2 -0.2
H -0.8745 -2.1293 -0.9556 0.4 -0.6 0.5
H -1.8780 -0.8220 -1.4011 -0.2 -0.2 -0.5
H 0.9722 -0.3955 -1.0591 2.9 0.2 -0.3
H -0.2551 0.9486 -0.9939 0.6 -1.4 -0.5
H 2.3249 1.8804 2.2087 1.5 0.0 -3.1
H 0.7378 3.3851 2.2916 0.0 -2.1 0.9
```
Forces are in eV/Å.

natural (NBO) atomic charge list, values in e, 6 entries: -0.604 -0.491 0.786 -0.561 -0.453 0.161

---

(3)
The following is a quantum chemistry calculation of the molecule C3H8N2O2 at a distorted geometry, from OMol25.

Computed properties:
* structure (SMILES): NC(=O)NCCO
* multiplicity: 1
* DFT total energy: -10314.0366 eV
* relative energy (zero: lowest compared OMol25 entry of this formula, charge and spin): 67.2 kcal/mol
* Kohn-Sham gap: 9.95 eV
* LUMO energy: 0.72 eV
* F_max: 0.1149 Eh/bohr

```
15
Properties=species:S:1:pos:R:3:forces:R:3
N 1.3864 -0.1384 1.8532 2.8 -3.6 3.7
C 0.2555 0.6098 1.8713 -4.4 -3.5 0.4
O -0.5895 0.5065 2.8214 2.4 1.9 -2.3
N -0.1620 0.8423 0.5628 -0.9 1.8 2.4
C 0.1941 0.1428 -0.6391 4.1 1.5 -2.4
C -0.8763 -0.2698 -1.5711 -3.6 0.0 2.2
O -0.4333 -0.9276 -2.7084 2.2 1.0 0.4
H 2.2809 0.3192 2.1161 -0.9 -0.3 -0.5
H 1.2024 -0.9880 2.6116 0.9 3.1 -2.3
H -0.9220 1.5027 0.7448 -0.3 -0.5 -1.7
H 0.9145 0.7470 -1.2850 -0.6 0.0 0.8
H 0.8349 -0.7402 -0.5219 -0.4 0.2 1.1
H -1.5954 0.6492 -1.7429 1.1 -1.9 0.0
H -1.3274 -1.0548 -0.8938 -1.0 0.8 -0.9
H -1.1628 -1.2007 -3.2191 -1.3 -0.4 -0.8
```
Forces are in eV/Å.

natural (NBO) atomic charge list, values in e, 6 entries: -0.887 0.752 -0.630 -0.634 -0.237 -0.059

---

Repeat the second record exactly.
The following is a quantum chemistry calculation of the molecule C3H7N3O2 at a distorted geometry, from OMol25.

Computed properties:
* structure (SMILES): CCC(=O)On1[nH][nH]1
* multiplicity: 1
* DFT total energy: -11783.8755 eV
* relative energy (zero: lowest compared OMol25 entry of this formula, charge and spin): 171.5 kcal/mol
* Kohn-Sham gap: 10.54 eV
* LUMO energy: 0.60 eV
* F_max: 0.0965 Eh/bohr

```
15
Properties=species:S:1:pos:R:3:forces:R:3
C -0.8572 -1.1983 -1.4764 -0.7 1.7 0.7
C 0.0279 -0.1294 -0.7685 -2.9 0.7 0.2
C -0.1578 -0.1480 0.7425 -1.0 -1.5 -0.9
O -0.8083 -0.9615 1.3053 -0.4 -0.8 1.1
O 0.3749 0.9383 1.2410 2.5 4.2 0.6
N 0.4705 1.3026 2.6939 0.1 -2.9 0.6
N 1.9029 1.7573 3.0598 -1.8 -1.3 2.1
N 0.7443 2.5806 3.0219 -1.0 3.9 -1.1
H -0.5642 -1.3630 -2.5046 0.0 0.2 -0.2
H -0.8745 -2.1293 -0.9556 0.4 -0.6 0.5
H -1.8780 -0.8220 -1.4011 -0.2 -0.2 -0.5
H 0.9722 -0.3955 -1.0591 2.9 0.2 -0.3
H -0.2551 0.9486 -0.9939 0.6 -1.4 -0.5
H 2.3249 1.8804 2.2087 1.5 0.0 -3.1
H 0.7378 3.3851 2.2916 0.0 -2.1 0.9
```
Forces are in eV/Å.

natural (NBO) atomic charge list, values in e, 6 entries: -0.604 -0.491 0.786 -0.561 -0.453 0.161

---

Look up the F_max of the third one. 0.1149 Eh/bohr

---

Look up the DFT total energy of the first one. -9846.5777 eV

---

Look up the F_max of the third one. 0.1149 Eh/bohr